Record 1
The following is a DFT calculation (wB97M-V/def2-TZVPD) of a 4-piece molecular cluster, C8H24O4S4 overall in a non-equilibrium geometry.

Its energy above the lowest of the compared OMol25 structures with the same formula, charge and spin is 6.3 kcal/mol. For the HOMO energy, the calculation gives -8.5 eV. The value obtained for the LUMO energy is 0.44 eV.

Geometry (Å):
C: 0.832 0.014 -2.100
H: 0.304 0.453 -2.950
H: 0.718 0.795 -1.344
H: 1.582 -4.843 -0.976
S: 1.537 -5.728 1.314
H: 0.349 2.082 4.628
H: -0.363 5.272 -2.510
C: -1.442 -0.940 -0.868
H: 0.266 -0.320 3.642
O: 0.564 -6.619 2.009
C: 1.264 -4.082 2.068
H: 0.189 -3.963 2.180
S: 0.529 1.754 2.288
H: 0.733 -0.629 2.015
C: -1.948 3.566 -4.002
H: -2.580 2.783 -4.427
S: -2.150 3.494 -2.241
C: 0.844 -5.285 -0.306
H: 2.013 2.571 4.069
H: -2.241 -1.041 -1.603
H: 0.643 3.596 3.695
C: 0.947 2.562 3.857
O: -0.938 1.983 2.091
H: 0.608 -6.223 -0.824
O: 0.926 -1.954 -0.383
C: -1.186 5.012 -1.843
H: -0.911 3.403 -4.300
H: 1.967 0.054 3.092
H: -1.357 0.090 -0.522
O: -1.336 2.360 -1.702
S: 0.121 -1.526 -1.569
H: -2.290 4.494 -4.463
H: -0.819 4.823 -0.835
H: 1.764 -4.074 3.032
H: 1.663 -3.331 1.384
H: -1.828 5.895 -1.796
C: 0.908 0.062 2.846
H: -1.669 -1.621 -0.050
H: -0.085 -4.721 -0.275
H: 1.870 -0.221 -2.322

Record 2
The following is a DFT calculation (wB97M-V/def2-TZVPD) of C38H64N2O5PTaTe as an isolated structure in a non-equilibrium geometry.

The charge is +2. Its energy above the lowest of the compared OMol25 structures with the same formula, charge and spin is 40.9 kcal/mol. For the HOMO energy, the calculation gives -13.3 eV. The value obtained for the LUMO energy is -6.98 eV.

Geometry (Å):
C: -2.460 -1.939 -2.396
H: 0.341 1.476 -4.656
H: 0.194 -1.039 -4.369
C: -0.905 -1.444 2.428
H: 4.074 -2.284 -0.207
C: -1.256 2.670 2.961
H: 0.532 -3.589 -1.841
H: -2.285 -2.067 4.828
C: -1.805 4.193 -0.987
H: -2.264 4.433 -1.943
C: -1.041 2.381 0.528
H: 0.555 1.241 -6.404
H: -1.053 5.134 4.086
H: -0.733 -1.222 3.466
H: 4.100 -0.159 2.899
H: 5.547 1.529 -1.180
O: 4.390 -0.641 -4.341
C: -2.122 -4.240 -1.456
C: -1.497 -2.843 -1.612
H: -3.768 2.516 -0.073
C: 0.115 0.821 -5.500
Te: 2.816 1.923 -2.996
P: 2.933 -0.285 -3.917
H: -2.661 5.175 4.819
H: -2.661 3.311 1.523
H: 2.349 1.097 3.291
H: 2.034 -2.159 1.891
H: 3.794 -1.355 -6.927
O: 1.014 1.299 -0.250
H: -3.591 2.219 -1.788
H: 5.092 -2.552 -7.035
H: -3.928 -1.470 4.974
H: 1.476 -1.089 3.191
H: -2.043 -0.940 -2.519
O: 2.062 -0.644 -5.172
C: 3.841 -0.479 1.881
H: -3.409 -1.846 -1.876
H: -1.561 2.299 -2.915
C: -2.083 3.221 4.107
O: 2.526 -1.100 -2.688
H: -4.686 -3.458 3.714
H: -3.223 -2.708 0.385
H: -3.582 1.646 4.019
H: -4.041 3.097 3.127
H: -0.814 4.642 -0.960
C: -0.035 -1.663 0.183
H: -2.172 3.192 6.253
H: 5.480 -0.846 -6.781
H: -4.132 -3.774 2.077
C: -2.069 4.754 4.010
H: -0.531 3.213 5.629
C: -2.285 -2.287 0.698
C: -0.007 2.082 3.127
H: -4.837 -1.444 1.416
H: -2.488 5.095 3.067
C: -1.252 -2.238 -0.231
C: -1.713 2.667 -0.811
H: 3.965 -1.562 1.846
H: -0.964 0.785 -5.629
C: 0.724 1.653 2.034
Ta: 1.977 0.088 -1.131
C: -0.963 2.112 -2.025
C: 4.840 0.162 0.921
H: -0.415 -3.587 -3.327
C: -2.166 -1.860 2.013
H: 6.690 0.199 -0.950
C: 0.213 1.781 0.729
H: -2.185 -4.724 -2.428
H: 4.981 -1.966 -1.681
C: -4.488 -1.057 2.369
H: 0.232 -2.071 -2.694
H: 5.709 -2.131 -4.673
H: -1.510 -4.861 -0.807
H: -2.653 -2.358 -3.381
H: 5.836 -2.023 -0.133
H: -4.086 3.096 4.880
C: 5.676 0.448 -1.282
N: 2.443 -0.136 1.580
H: -1.494 1.723 5.563
H: -5.334 -1.042 3.051
C: 4.723 -1.865 -5.058
O: 0.985 -1.380 -0.646
C: -1.721 2.810 1.663
C: -3.833 -3.386 3.046
H: -4.146 -0.035 2.219
C: -3.362 -1.928 2.947
H: 5.593 0.175 -2.336
C: 0.625 -0.590 -5.270
H: 2.811 1.916 1.789
H: 4.001 -2.641 -4.795
H: -2.674 -0.408 4.344
H: -0.807 1.033 -1.930
C: 4.772 -1.636 -6.548
H: 5.848 -0.093 1.275
H: 4.742 1.252 0.944
H: -3.083 0.990 -0.617
H: -3.126 -4.202 -1.047
C: -3.033 -1.434 4.358
H: -0.013 2.637 -2.146
C: 4.906 -1.718 -0.623
C: 0.154 -1.338 1.545
H: 0.394 -1.229 -6.125
H: 0.414 1.980 4.114
N: 4.675 -0.272 -0.478
C: 1.553 -1.196 2.101
H: -3.034 -4.014 3.433
C: -0.206 -3.031 -2.415
C: -1.526 2.806 5.468
H: -2.405 4.654 -0.209
C: -3.536 2.732 4.016
C: 2.135 1.163 2.215
C: -3.125 2.058 -0.818

no.,M (g/mol),E_tot (hartree),orbital gap (eV)
1,312.5,-2212.77224,8.92
2,968.5,-2638.15876,6.34